Entry A
C3H12O2S2 | the ωB97M-V functional and the def2-TZVPD basis

Output
- 2S+1 = 1
- E_HOMO (eV) = -8.89
- LUMO level (hartree) = 0.0126
- structure (SMILES) = CCCSS.O.O
- net charge = 0
- HOMO-LUMO gap (eV) = 9.2

Last column: natural (NBO) charge in e.
CARTESIAN COORDINATES (ANGSTROEM)
S  0.704  1.537  -0.279  0.15
S  -0.198  1.000  -2.161  -0.15
O  -4.060  -1.214  1.685  -0.94
O  4.005  0.813  -5.281  -0.92
C  -0.589  1.330  0.796  -0.64
C  0.602  -0.958  1.845  -0.64
C  -0.646  -0.090  1.563  -0.39
H  4.400  1.465  -4.838  0.46
H  -3.669  -1.583  0.906  0.47
H  0.938  -1.124  0.802  0.21
H  4.591  0.108  -5.352  0.46
H  1.495  -0.408  2.136  0.22
H  -3.635  -1.636  2.443  0.47
H  0.402  -1.969  2.311  0.23
H  -1.383  -0.821  0.937  0.18
H  0.135  -0.298  -1.844  0.14
H  -1.615  1.451  0.222  0.26
H  -0.467  2.203  1.603  0.23
H  -1.009  0.195  2.506  0.20



Entry B
C3H12O2S2 | the ωB97M-V functional and the def2-TZVPD basis

Output
- 2S+1 = 1
- E_HOMO (eV) = -8.29
- LUMO level (hartree) = 0.0104
- structure (SMILES) = CCSSC.O.O
- net charge = 0
- HOMO-LUMO gap (eV) = 8.6

Last column: natural (NBO) charge in e.
CARTESIAN COORDINATES (ANGSTROEM)
S  0.721  -0.160  1.669  0.04
S  0.503  -1.289  -0.099  0.08
O  -3.653  0.962  0.750  -0.93
O  1.957  2.155  -0.523  -0.95
C  -0.620  -0.198  -0.979  -0.55
C  1.583  -1.437  2.664  -0.73
C  -0.307  0.027  -2.439  -0.62
H  2.202  -0.794  3.294  0.23
H  -0.765  0.750  -0.456  0.24
H  -0.120  -0.893  -2.992  0.21
H  0.930  -1.996  3.321  0.23
H  -1.649  -0.588  -0.944  0.20
H  -3.543  0.424  -0.024  0.46
H  0.475  0.763  -2.619  0.22
H  2.262  -1.991  2.025  0.23
H  -1.186  0.469  -2.919  0.22
H  1.741  1.399  0.014  0.47
H  2.586  1.863  -1.169  0.47
H  -3.114  0.535  1.426  0.47



The calculated energies rank the structures as follows, beginning with the most stable: entry B, entry A.



Entry A
C32H27F4N4PbS2Te | the ωB97M-V functional and the def2-TZVPD basis

Output
- 2S+1 = 1
- E_HOMO (eV) = -10.09
- LUMO level (hartree) = -0.1115
- net charge = +1
- HOMO-LUMO gap (eV) = 7.1

Last column: Mulliken charge in e.
CARTESIAN COORDINATES (ANGSTROEM)
Pb  0.806  -1.187  -1.738  0.74
Te  -0.289  0.586  -4.021  -0.41
S  0.755  -5.166  3.018  -0.02
S  1.164  4.656  -3.034  0.00
F  -1.092  1.725  -0.217  -0.38
F  -1.003  2.870  2.186  -0.39
F  -1.009  -1.372  4.225  -0.41
F  -1.126  -2.537  1.820  -0.48
N  1.749  0.900  -0.698  -0.16
N  1.750  -1.436  0.708  -0.33
N  -3.358  -1.017  -2.675  0.33
N  -1.125  -1.004  -0.563  0.26
C  2.439  -0.315  2.716  1.66
C  -3.001  0.194  -2.399  0.52
C  2.452  3.298  0.516  -0.93
C  3.015  5.554  -1.525  -0.51
C  2.388  -1.543  3.395  -0.97
C  -1.080  -0.595  3.140  0.21
C  -1.098  0.936  0.875  -0.15
C  1.725  -2.575  1.364  -0.95
C  2.726  -4.426  4.456  -0.53
C  1.948  -3.991  3.421  0.02
C  2.374  -5.721  4.907  -0.59
C  2.799  6.542  -2.516  -0.59
C  2.028  -2.697  2.734  0.89
C  1.824  6.187  -3.398  -0.46
C  2.096  -0.310  1.358  -0.63
C  -1.031  0.781  3.273  -0.50
C  2.451  2.110  1.266  1.71
C  -4.477  -1.333  -3.573  -0.80
C  2.096  0.923  0.615  -0.67
C  -2.512  -2.133  -2.258  -0.75
C  2.784  2.077  2.664  -0.98
C  -1.155  -1.194  1.897  0.56
C  -3.991  -1.664  -4.977  -1.01
C  2.160  3.266  -0.831  0.43
C  -1.046  1.533  2.118  0.16
C  -3.676  1.419  -2.884  -1.86
C  1.814  2.020  -1.383  -0.71
C  -2.042  -2.092  -0.817  -0.63
C  2.200  4.467  -1.668  0.04
C  1.322  -6.241  4.215  -0.46
C  2.781  0.921  3.357  -1.04
C  -1.159  -0.451  0.715  0.33
H  3.767  5.625  -0.751  0.44
H  3.547  -3.848  4.858  0.46
H  3.346  7.471  -2.573  0.40
H  2.680  4.241  1.000  0.51
H  -0.893  1.879  -3.186  0.05
H  1.461  6.749  -4.243  0.43
H  -4.581  1.614  -2.299  0.42
H  -2.158  0.282  -1.728  0.59
H  -4.844  -1.891  -5.614  0.41
H  -1.660  -2.150  -2.949  0.14
H  0.848  -7.199  4.350  0.43
H  2.607  -1.575  4.457  0.52
H  -3.957  1.335  -3.934  0.41
H  3.040  0.901  4.408  0.46
H  -2.908  -2.022  -0.150  0.48
H  3.044  3.013  3.143  0.47
H  -0.980  1.252  4.244  0.54
H  -3.013  2.268  -2.743  0.33
H  -1.611  -3.088  -0.626  0.23
H  1.438  -3.456  0.796  0.50
H  -3.328  -2.529  -4.973  0.32
H  -5.000  -2.182  -3.132  0.42
H  2.880  -6.243  5.706  0.41
H  -5.169  -0.494  -3.585  0.48
H  -3.082  -3.049  -2.406  0.53
H  1.592  1.957  -2.445  0.77
H  -3.441  -0.827  -5.406  0.28



Entry B
C32H27F4N4PbS2Te | the ωB97M-V functional and the def2-TZVPD basis

Output
- 2S+1 = 1
- E_HOMO (eV) = -10.03
- LUMO level (hartree) = -0.1117
- net charge = +1
- HOMO-LUMO gap (eV) = 7.0

Last column: Mulliken charge in e.
CARTESIAN COORDINATES (ANGSTROEM)
Pb  -0.594  -0.487  -1.998  0.74
Te  2.367  0.304  -2.306  -0.44
S  -6.567  0.249  -0.510  -0.02
S  4.482  -3.013  -0.156  -0.01
F  0.906  -0.483  1.463  -0.41
F  -3.478  1.157  0.796  -0.50
F  -4.231  0.048  3.106  -0.41
F  0.114  -1.647  3.734  -0.40
N  0.089  -2.422  -0.590  -0.24
N  0.995  3.387  -0.649  0.33
N  -0.816  0.899  -0.168  0.08
N  -2.567  -1.746  -0.766  -0.34
C  -0.808  -3.030  0.227  -0.62
C  -0.410  -4.000  1.155  1.68
C  -0.379  -0.350  1.849  0.06
C  0.947  -4.350  1.207  -0.86
C  -4.457  -2.805  0.951  -0.96
C  2.174  4.665  -2.404  -0.99
C  -7.358  -2.088  0.136  -0.56
C  -8.529  -1.311  -0.050  -0.57
C  1.847  -3.774  0.339  0.47
C  -8.247  -0.028  -0.404  -0.48
C  -4.832  -1.864  0.017  0.88
C  1.577  4.694  -1.006  -0.81
C  -1.277  2.251  -0.486  -0.70
C  1.632  2.498  0.026  0.59
C  5.235  -5.335  0.578  -0.61
C  3.823  -5.327  0.692  -0.49
C  -1.256  0.378  1.038  0.34
C  -2.679  -4.214  1.985  -1.03
C  -3.825  -1.376  -0.840  -0.96
C  -6.210  -1.380  -0.086  0.07
C  -1.383  -4.579  2.040  -0.97
C  3.267  -4.131  0.333  0.07
C  -2.561  0.501  1.532  0.74
C  2.964  2.699  0.646  -1.85
C  -0.264  3.031  -1.327  -0.76
C  -2.077  -0.816  3.490  -0.52
C  -2.956  -0.080  2.721  0.21
C  -2.202  -2.660  0.152  -0.67
C  5.725  -4.146  0.133  -0.45
C  -3.125  -3.239  1.030  1.66
C  -0.782  -0.944  3.029  0.12
C  1.350  -2.800  -0.546  -0.70
H  -1.046  -5.316  2.758  0.46
H  5.857  -6.187  0.809  0.40
H  -2.214  2.276  -1.059  0.27
H  -1.475  2.812  0.434  0.45
H  -0.719  3.963  -1.657  0.53
H  6.753  -3.876  -0.044  0.43
H  -9.533  -1.690  0.070  0.41
H  -2.389  -1.275  4.417  0.54
H  2.939  3.894  -2.489  0.27
H  -4.074  -0.644  -1.602  0.52
H  -5.186  -3.195  1.652  0.52
H  3.240  -6.183  1.005  0.43
H  -8.941  0.774  -0.600  0.43
H  2.322  4.950  -0.258  0.48
H  1.280  -5.068  1.947  0.48
H  -7.366  -3.138  0.395  0.47
H  1.411  4.465  -3.156  0.32
H  2.866  3.316  1.545  0.43
H  2.021  -2.303  -1.239  0.74
H  2.859  0.004  -0.762  0.08
H  3.366  1.734  0.943  0.35
H  2.621  5.632  -2.629  0.41
H  0.775  5.427  -0.931  0.42
H  3.664  3.186  -0.032  0.40
H  0.018  2.462  -2.220  0.14
H  1.085  1.575  0.187  0.46
H  -3.406  -4.649  2.659  0.46



The calculated energies rank the structures as follows, beginning with the most stable: entry B, entry A.